Record 1
7
Properties=species:S:1:pos:R:3 method="wB97M-V/def2-TZVPD" orbital_gap_ha=0.290 fmax_ev_per_a=6.55 e_above_lowest_ev=1.444 energy_ha=-228.49144 e_lumo_ev=4.637 total_charge=-1
O 1.3505 -1.2148 -0.0440
O 1.6691 1.1541 0.0243
C -0.6751 0.0377 -0.0284
C 0.8721 -0.0846 -0.0404
H -1.1839 0.9480 0.3550
H -1.1176 -0.7885 0.7690
H -0.9152 -0.0518 -1.0354

***

Record 2
45
Properties=species:S:1:pos:R:3 method="wB97M-V/def2-TZVPD" orbital_gap_ha=0.289 fmax_ev_per_a=3.06 e_above_lowest_ev=3.105 energy_ha=-1957.76532 e_lumo_ev=-0.385 total_charge=0
S -3.9012 -0.9838 -0.5988
S 4.0748 -0.4353 2.0407
O 5.0901 -0.5233 0.9827
O -3.4494 -1.1390 -4.9849
O -3.1664 1.4467 1.7334
O 3.6465 0.9277 2.2638
O -4.5377 -0.0510 -3.4548
N 2.6239 -1.2660 1.6262
N -3.5247 -0.6095 -3.8678
N 1.1662 -0.2632 -0.5965
C 2.7281 -1.9750 0.3029
C -1.2525 -0.5746 -0.8417
C 0.1104 -0.4733 -2.7994
C -4.5078 0.7443 -0.2997
C 1.0721 0.4480 0.6803
C -2.7503 2.5777 -0.1660
C 0.0289 -0.4772 -1.4109
C 4.6004 -1.2251 3.5591
C 1.3787 -0.5070 1.8424
C -3.4651 1.5723 0.4048
C -2.2828 2.4906 1.9900
C -1.9708 3.2089 0.8862
C 2.4698 -0.9391 -0.8117
C -1.1027 -0.5422 -3.5786
C -2.3979 -0.6405 -2.9831
C -2.4536 -0.6811 -1.5696
H 3.2791 -0.1735 -0.8091
H -1.2567 3.9949 0.7599
H 5.0292 -0.5344 4.2567
H -1.3739 -0.5659 0.2700
H 5.3031 -2.0482 3.3627
H -1.8193 2.7058 2.9679
H 1.3587 0.0428 2.8198
H -4.7666 1.1986 -1.2156
H -2.8717 2.8915 -1.2021
H 3.6999 -2.4514 0.1877
H 2.5282 -1.4338 -1.7734
H 0.0734 0.8393 0.8262
H 0.5752 -1.2265 1.9001
H 1.0732 -0.4411 -3.2927
H -1.0102 -0.5275 -4.6886
H 3.7491 -1.6328 4.0660
H -5.4342 0.6922 0.3265
H 1.9072 -2.7480 0.2662
H 1.7295 1.3082 0.6228